No. 1
A cluster of 2 separate species, C9H28BNO6P in total in a non-equilibrium geometry. Source: OMol25; level of theory: ωB97M-V/def2-TZVPD.

Structure (XYZ):
```
46
Properties=species:S:1:pos:R:3
P 0.330 -1.897 -4.694
O -1.126 0.270 -3.421
O 0.279 3.547 3.881
O 2.727 -3.425 -2.920
O 0.348 1.982 1.242
O -1.014 0.732 3.859
O 2.271 -2.242 -2.616
N -1.271 -1.893 -2.064
C -0.813 -0.305 4.803
C -1.081 3.155 3.647
C -1.513 1.928 4.461
C 1.288 2.660 3.380
C 1.425 2.686 1.855
C -1.694 -3.320 -2.309
C 1.983 -1.435 -3.816
C -0.017 2.530 -0.013
C -0.375 -1.730 -0.859
B -0.760 -1.186 -3.298
H -1.687 4.005 3.978
H 0.253 -2.698 -0.639
H 1.462 3.726 1.513
H 0.789 2.400 -0.736
H -0.355 -1.155 4.286
H -0.804 -4.068 -2.530
H -0.757 0.672 -2.557
H 0.356 -0.586 -5.331
H -1.063 -1.437 0.064
H -0.872 -2.210 -5.452
H 1.092 -2.410 -5.828
H -2.533 -3.386 -3.142
H 2.927 -1.573 -4.533
H -1.156 2.029 5.489
H -2.188 -3.718 -1.299
H 2.040 -4.061 -2.511
H 1.960 -0.307 -3.501
H 0.419 -3.212 -4.117
H -0.909 2.007 -0.370
H -2.607 1.859 4.464
H -0.270 3.593 0.091
H -0.129 0.019 5.593
H 2.231 3.020 3.807
H 2.352 2.183 1.562
H 0.357 -0.796 -0.997
H 1.145 1.647 3.761
H -1.273 3.027 2.584
H -1.767 -0.624 5.233
```

Summary:
E_tot	-33518.478	eV
strongest force on any atom	0.1252	Eh/bohr
multiplicity	1
LUMO level	0.0918	Eh
net charge	-1
orbital gap	5.00	eV

Atomic partial charges in e from the natural (NBO) method, atoms 1 to 2: atom 1 (P): 0.37, atom 2 (O): -0.98



No. 2
A structure of composition C9H28BrNNbO7P2 in a non-equilibrium geometry. Source: OMol25; level of theory: ωB97M-V/def2-TZVPD.

Structure (XYZ):
```
49
Properties=species:S:1:pos:R:3
Nb -2.660 -0.843 -1.903
Br -3.260 1.129 -3.592
P 1.313 1.561 1.459
P -4.901 -3.366 -2.046
O -6.096 -2.449 -1.503
O 0.739 2.343 2.768
O -4.072 -3.983 -0.807
O 2.335 2.741 0.962
O 1.178 0.704 0.260
O -5.455 -4.491 -2.825
O 2.256 0.580 2.378
N -0.836 -1.084 -2.919
C 0.746 4.609 0.728
C 0.279 -2.990 -1.636
C 1.812 3.744 0.080
C 2.880 3.043 3.884
C 3.815 -0.731 1.035
C -3.857 -2.341 -3.144
C 2.601 -0.732 1.944
C 1.489 2.457 3.991
C -0.269 -2.433 -2.976
H 0.431 5.398 0.043
H 3.946 -1.699 0.552
H 1.126 5.069 1.641
H -4.544 -1.763 -3.768
H 0.891 3.102 4.636
H 0.596 -2.386 -3.658
H 3.764 0.043 0.270
H 2.853 4.048 3.463
H 1.521 1.483 4.476
H -0.946 -3.169 -3.411
H -4.172 -0.472 -0.950
H -3.263 -2.964 -3.814
H 1.414 3.256 -0.814
H 4.712 -0.514 1.622
H -2.250 -2.078 -0.659
H -0.396 -3.789 -1.307
H 1.752 -1.213 1.460
H 2.807 -1.332 2.834
H 0.288 -2.259 -0.829
H -0.137 4.027 0.998
H -3.229 -4.316 -1.133
H -6.017 -2.312 -0.549
H 3.335 3.086 4.876
H -0.128 -0.460 -2.535
H -1.838 0.418 -0.858
H 2.657 4.360 -0.226
H 1.247 -3.484 -1.761
H 3.544 2.450 3.260
```

Summary:
E_tot	-115782.022	eV
strongest force on any atom	0.1150	Eh/bohr
multiplicity	1
LUMO level	0.0838	Eh
net charge	-1
orbital gap	7.14	eV

Atomic partial charges in e from the natural (NBO) method, atoms 1 to 2: atom 1 (Nb): 1.53, atom 2 (Br): -0.49



multiplicity of number 2 (C9H28BrNNbO7P2)? 1



Number 1 is which compound? C9H28BNO6P



Which formula does entry 2 have? C9H28BrNNbO7P2